Molecular formula: C79H197N5O39
Method: DFT, the ωB97M-V functional and the def2-TZVPD basis

The geometry in ORCA input format:
```
! RIJCOSX wB97M-V def2-TZVPD def2/J DEFGRID3
* xyz 0 1
C 0.9563 -0.0562 3.8733
C 2.1839 -0.6323 4.5549
O 3.1773 -0.8636 3.5387
O 1.1142 1.1551 3.1150
H 0.2599 0.2511 4.6535
H 0.4102 -0.7736 3.2608
H 2.1503 -1.5312 5.1705
H 2.5621 0.1633 5.1967
H 3.8913 -1.3468 3.9611
H 1.6476 1.7816 3.6094
C 1.8259 5.1815 4.6667
C 3.0460 4.1955 4.6006
O 2.7050 2.8135 4.3877
O 1.3231 5.2601 3.3273
H 2.0569 6.1458 5.1194
H 1.0927 4.7369 5.3397
H 3.6607 4.2933 5.4954
H 3.7049 4.5358 3.8018
H 3.5560 2.3787 4.4789
H 0.8810 4.4200 3.1846
C -3.5952 3.3177 -0.2734
C -4.6988 2.5338 0.3640
O -5.2501 3.1206 1.5840
O -2.5414 3.5731 0.6665
H -3.9238 4.2858 -0.6513
H -3.2714 2.8784 -1.2170
H -4.3135 1.5476 0.6229
H -5.4558 2.3840 -0.4059
H -5.9627 2.5598 1.8992
H -1.8045 2.9961 0.4529
C 3.4676 1.2277 0.6643
C 4.1674 2.1632 1.5830
O 5.2677 2.8134 0.9783
O 3.1840 1.9516 -0.5067
H 2.5098 0.8468 1.0188
H 3.9896 0.3051 0.4104
H 4.3597 1.7680 2.5805
H 3.4311 2.9510 1.7422
H 5.2252 3.7402 1.2249
H 3.9855 2.2732 -0.9259
C 6.1569 -2.3672 2.4042
C 6.3856 -2.0326 3.8318
O 5.2523 -2.1541 4.6733
O 5.2957 -1.3975 1.8022
H 5.6408 -3.3142 2.2462
H 7.0050 -2.5955 1.7588
H 6.8954 -1.0792 3.9701
H 7.1015 -2.7216 4.2800
H 5.5018 -2.7176 5.4094
H 4.5394 -1.2879 2.3832
C 7.6179 0.9875 -0.9455
C 7.3949 -0.5665 -0.9084
O 6.0129 -0.9406 -0.8911
O 7.7029 1.5675 0.3474
H 6.7693 1.4590 -1.4411
H 8.6010 1.2243 -1.3523
H 7.8402 -0.9602 0.0052
H 7.8861 -0.9966 -1.7813
H 5.7080 -0.9679 0.0188
H 6.8926 2.0705 0.4576
C 0.3695 5.5995 -0.2423
C -0.1033 6.1291 -1.6095
O 1.0743 6.5130 -2.3289
O 0.7075 6.6697 0.6924
H 1.1897 4.8831 -0.2873
H -0.4240 5.0838 0.2986
H -0.8631 6.9097 -1.6494
H -0.5432 5.3165 -2.1877
H 1.0765 7.4728 -2.3513
H 0.6136 6.2887 1.5686
C -2.9529 4.6575 -6.0307
C -2.7170 4.8645 -4.5146
O -2.2945 3.6931 -3.9023
O -1.8028 4.4430 -6.7576
H -3.3566 5.5541 -6.5011
H -3.5919 3.8374 -6.3581
H -3.6870 5.1068 -4.0803
H -1.9338 5.6049 -4.3517
H -1.5771 3.3274 -4.4250
H -1.4006 5.3009 -6.9119
C -4.3761 7.6308 1.0017
C -3.0144 6.9135 0.9986
O -2.3646 6.8321 2.2287
O -4.2167 8.9741 1.4583
H -4.9828 7.1121 1.7439
H -4.8621 7.6909 0.0279
H -2.2751 7.4179 0.3763
H -3.1924 5.9431 0.5352
H -2.8000 6.1213 2.7049
H -3.6663 9.0123 2.2440
C 4.0564 6.0006 0.1255
C 5.5750 5.8942 0.3361
O 5.7673 5.3659 1.6303
O 3.8983 6.2769 -1.2461
H 3.6536 6.7277 0.8307
H 3.6131 5.0244 0.3218
H 6.0496 6.8754 0.3370
H 5.9746 5.2166 -0.4184
H 5.9903 6.1740 2.0983
H 2.9992 6.0925 -1.5276
C 4.8274 2.1990 -4.2336
C 4.8988 3.5963 -3.4915
O 4.8793 3.4440 -2.0817
O 4.8443 2.2215 -5.6471
H 3.9037 1.6980 -3.9441
H 5.6851 1.6004 -3.9268
H 4.0915 4.2326 -3.8540
H 5.7341 4.2160 -3.8176
H 4.8347 4.3576 -1.7902
H 4.9496 1.2846 -5.8281
C -1.9117 3.9943 4.5050
C -3.4634 4.1977 4.5436
O -3.9399 4.9083 3.3810
O -1.4930 3.2344 3.4272
H -1.4853 3.4478 5.3462
H -1.3730 4.9411 4.4661
H -3.5889 4.8002 5.4432
H -3.8937 3.2020 4.6505
H -4.3151 4.2622 2.7782
H -1.6059 3.6983 2.5943
C 0.5229 1.7914 -4.4368
C 0.9845 2.9214 -3.3674
O 1.4235 4.0956 -4.0126
O -0.2408 2.4301 -5.3916
H -0.1305 1.1343 -3.8630
H 1.4007 1.2811 -4.8333
H 1.7054 2.6074 -2.6126
H 0.1077 3.1904 -2.7783
H 1.4636 4.8700 -3.4466
H 0.1923 3.2172 -5.7298
C 4.3450 -3.1140 -2.9547
C 3.2500 -2.3259 -2.2019
O 2.7776 -1.2811 -3.0075
O 5.5314 -2.3191 -3.2488
H 3.9279 -3.4661 -3.8982
H 4.6464 -4.0195 -2.4281
H 3.5368 -1.9224 -1.2308
H 2.3542 -2.9384 -2.0992
H 2.2562 -0.7804 -2.3758
H 5.8722 -1.8259 -2.4989
C -4.6735 -4.9262 -2.2280
C -3.3075 -5.6584 -2.5591
O -3.6944 -6.7735 -3.2711
O -5.4482 -4.6726 -3.3803
H -4.4941 -3.9777 -1.7217
H -5.2047 -5.5423 -1.5026
H -2.8718 -6.0005 -1.6204
H -2.6656 -4.9447 -3.0756
H -4.4833 -6.4827 -3.7343
H -5.0398 -3.9355 -3.8401
C -0.9526 0.8612 0.1222
C -0.0833 -0.3150 -0.3724
O 0.8237 0.0755 -1.3865
O -0.2844 1.9288 0.7344
H -1.7870 0.4808 0.7113
H -1.4545 1.2530 -0.7625
H -0.6374 -1.1364 -0.8267
H 0.5334 -0.6541 0.4600
H 1.4234 0.7659 -1.0944
H 0.2920 1.5952 1.4259
C 2.7898 -0.7209 -6.6889
C 4.1491 -1.4192 -6.8716
O 4.9767 -0.8693 -5.8832
O 2.0767 -1.2838 -5.6380
H 2.1563 -0.9320 -7.5504
H 2.7981 0.3651 -6.7825
H 4.6495 -1.2744 -7.8291
H 4.1209 -2.5035 -6.7637
H 4.9113 -1.3042 -5.0298
H 2.4723 -1.0744 -4.7887
C -6.3629 -1.5997 -6.5743
C -5.1574 -0.7917 -5.9826
C -5.7887 0.6305 -5.6539
C -5.0007 1.5198 -4.7344
C -4.7364 0.7130 -3.4277
C -4.0159 -0.6405 -3.6530
N -4.7156 -1.4353 -4.6998
O -4.0656 -2.6143 -4.8609
C -2.5476 -0.3669 -3.9075
C -4.0736 -1.4026 -2.2764
C -4.0395 -0.6026 -6.9602
H -6.6526 -1.2555 -7.5671
H -7.2310 -1.5072 -5.9217
H -6.2038 -2.6776 -6.6038
H -6.0911 0.9931 -6.6363
H -6.6593 0.4432 -5.0255
H -5.5618 2.4291 -4.5191
H -4.0968 1.8763 -5.2282
H -5.6549 0.5919 -2.8535
H -3.9754 1.2271 -2.8405
H -2.2659 0.3855 -4.6441
H -2.0771 0.1062 -3.0456
H -1.9356 -1.2542 -4.0694
H -4.0412 -0.7098 -1.4354
H -5.0794 -1.8213 -2.2427
H -3.4036 -2.2390 -2.0776
H -3.8093 -1.5981 -7.3398
H -3.1708 -0.1180 -6.5146
H -4.3326 0.0517 -7.7813
H -3.3159 -2.3026 -5.3733
C -0.0641 -3.7171 -8.7003
C -0.5193 -4.0753 -7.2927
C -1.6651 -5.0309 -7.5464
C -2.1176 -5.8733 -6.3159
C -0.8769 -6.6473 -5.7474
C 0.3365 -5.7260 -5.4610
N 0.6132 -4.7993 -6.6482
O 1.7996 -4.0196 -6.4124
C 0.2397 -4.9843 -4.1577
C 1.4844 -6.6900 -5.4258
C -0.8330 -2.8181 -6.5412
H 0.7822 -3.0350 -8.6191
H -0.8331 -3.2017 -9.2758
H 0.2663 -4.5568 -9.3117
H -2.5362 -4.5925 -8.0333
H -1.4148 -5.7966 -8.2807
H -2.8449 -6.5909 -6.6957
H -2.6700 -5.2717 -5.5941
H -0.4745 -7.3563 -6.4709
H -1.2277 -7.1752 -4.8606
H 0.1172 -5.8313 -3.4827
H 1.1134 -4.4006 -3.8679
H -0.6702 -4.3846 -4.1357
H 1.8294 -7.0456 -6.3967
H 2.3393 -6.1905 -4.9702
H 1.1856 -7.5533 -4.8311
H -0.0898 -2.5856 -5.7786
H -1.8868 -2.8567 -6.2651
H -0.9605 -1.9499 -7.1879
H 1.5187 -3.2198 -5.9618
C -0.3872 -5.3463 -0.4144
C 0.0471 -6.1469 0.8677
C 1.1535 -7.1537 0.4173
C 2.4999 -6.4875 0.2035
C 2.9606 -5.7123 1.5072
C 1.9538 -4.6172 1.8165
N 0.5803 -5.2391 1.8993
O -0.4379 -4.3786 2.2762
C 2.3544 -4.1740 3.2924
C 2.0277 -3.3417 0.9260
C -1.0804 -6.9656 1.4935
H -0.9052 -6.0573 -1.0580
H 0.3859 -4.8748 -1.0211
H -1.0454 -4.4955 -0.2378
H 1.2977 -8.0493 1.0217
H 0.9697 -7.5346 -0.5873
H 2.4309 -5.8884 -0.7044
H 3.2081 -7.3076 0.0850
H 3.9466 -5.3138 1.2683
H 3.0836 -6.4182 2.3286
H 1.5794 -3.4663 3.5869
H 2.3401 -4.9488 4.0589
H 3.2735 -3.5896 3.3368
H 1.8840 -2.3851 1.4283
H 3.0359 -3.2654 0.5188
H 1.3794 -3.2859 0.0515
H -2.0403 -6.4513 1.4467
H -0.8346 -7.1591 2.5376
H -1.1927 -7.9135 0.9672
H -0.7657 -4.7626 3.0927
C -3.0396 -2.6298 1.5543
C -4.2143 -3.0043 2.5432
C -3.5792 -3.7557 3.7553
C -2.7836 -2.8400 4.7215
C -3.7099 -1.7011 5.2591
C -4.3622 -0.8911 4.0458
N -4.9391 -1.7742 3.0207
O -5.5318 -1.0592 1.9829
C -5.5850 -0.1801 4.7648
C -3.3412 0.1994 3.4872
C -5.1952 -4.0156 1.9123
H -2.2131 -2.0877 2.0139
H -3.3279 -1.8156 0.8894
H -2.7859 -3.4475 0.8798
H -4.3867 -4.1090 4.3966
H -2.8857 -4.5478 3.4734
H -1.9459 -2.5032 4.1107
H -2.4042 -3.3757 5.5917
H -3.0691 -1.1239 5.9256
H -4.3633 -2.1078 6.0309
H -6.2740 0.5087 4.2760
H -6.2873 -0.9697 5.0320
H -5.1476 0.3478 5.6122
H -3.7862 1.1195 3.1084
H -2.5505 0.5057 4.1722
H -2.7097 -0.1905 2.6890
H -4.7557 -5.0109 1.9779
H -5.4046 -3.6765 0.8978
H -6.1489 -4.0680 2.4376
H -6.4384 -1.2828 2.2057
C -0.9886 1.8871 7.2227
C -0.0151 1.1641 8.1495
C 1.4779 1.4094 7.6191
C 2.0582 2.6475 8.2074
C 2.0174 2.5434 9.7394
C 0.5200 2.5158 10.3228
N -0.1262 1.3818 9.6133
O -1.3454 1.0635 10.0892
C 0.6554 2.2634 11.8272
C -0.1896 3.8480 10.1518
C -0.1835 -0.4194 7.9945
H -0.7626 2.9530 7.1939
H -1.9871 1.9308 7.6576
H -0.9649 1.4532 6.2230
H 2.1369 0.5498 7.7412
H 1.4214 1.6476 6.5570
H 1.6163 3.4960 7.6849
H 3.1136 2.7471 7.9541
H 2.4898 3.3670 10.2748
H 2.4396 1.5622 9.9565
H 1.1778 3.0921 12.3051
H -0.3094 2.1309 12.3167
H 1.1393 1.3517 12.1777
H -1.0478 3.8958 10.8221
H 0.4641 4.7109 10.2787
H -0.6357 3.9392 9.1614
H 0.2146 -0.8592 8.9090
H 0.2024 -0.8671 7.0787
H -1.2476 -0.6508 8.0411
H -1.1403 0.2935 10.6247
*
```

## Properties
Kohn-Sham gap = 7.479 eV
LUMO energy = -0.0097 Ha
electronic energy = -6335.75200 hartree